Record 1
# C2H42O21

20 unconnected molecules or ions with the total composition C2H42O21 (wB97M-V/def2-TZVPD, the Open Molecules 2025 dataset).

Element x y z (Å)
O1 1.600 0.454 -0.273
C1 0.236 0.824 -0.142
C2 -0.606 -0.419 0.096
O2 -1.962 -0.115 0.173
H1 -0.087 1.283 -1.125
H2 0.223 1.491 0.716
H3 -0.463 -0.910 0.992
H4 -0.503 -1.194 -0.693
O3 1.711 1.808 -2.689
H5 1.023 1.433 -3.290
H6 1.558 1.198 -1.952
O4 -2.242 2.437 -0.491
H7 -2.069 1.525 -0.291
H8 -1.432 2.765 -0.775
O5 2.318 2.912 0.223
H9 1.876 2.038 0.070
H10 3.189 2.824 -0.197
O6 2.206 -2.670 0.754
H11 2.614 -2.498 -0.094
H12 1.884 -1.904 1.193
O7 1.559 -1.116 -2.301
H13 1.627 -0.496 -1.548
H14 2.201 -1.814 -2.048
O8 -4.448 0.533 0.730
H15 -4.461 1.137 1.422
H16 -3.520 0.430 0.536
O9 0.460 3.177 2.489
H17 -0.469 3.320 2.412
H18 0.966 2.969 1.711
O10 0.755 -3.785 -1.882
H19 0.227 -2.957 -1.856
H20 1.179 -3.781 -2.697
O11 2.468 -0.201 1.976
H21 2.196 0.479 2.600
H22 2.082 0.081 1.164
O12 -1.722 -1.762 -3.437
H23 -1.280 -2.529 -3.767
H24 -2.384 -1.998 -2.755
O13 -0.230 3.522 -2.391
H25 0.450 2.787 -2.384
H26 0.275 4.279 -2.066
O14 -2.931 -1.761 2.150
H27 -2.266 -1.177 1.774
H28 -3.392 -2.065 1.364
O15 0.639 0.763 3.741
H29 0.425 0.837 4.673
H30 0.747 1.710 3.431
O16 -2.554 -2.393 -0.958
H31 -3.528 -2.104 -0.841
H32 -2.062 -1.571 -0.645
O17 -0.721 0.964 -3.923
H33 -0.821 0.130 -3.509
H34 -1.485 1.533 -3.728
O18 -1.760 0.872 2.762
H35 -0.851 0.711 3.069
H36 -1.732 0.539 1.858
O19 -0.514 -3.348 0.989
H37 -1.279 -2.995 0.561
H38 0.261 -2.980 0.608
O20 0.552 -2.024 2.993
H39 0.579 -1.173 2.627
H40 0.070 -2.484 2.322
O21 4.723 0.622 -0.084
H41 3.767 0.593 0.082
H42 5.157 1.235 0.553

Cartesian forces (eV/Å) of the 3 atoms listed first:
O -0.066 0.379 -0.767
C 1.069 -1.586 -1.123
C -1.510 1.064 -1.550

Calculated values
Relative energy (zero: lowest compared OMol25 entry of this formula, charge and spin) (kJ/mol): 117.5
Gap between HOMO and LUMO (eV): 7.8
HOMO (Eh): -0.11106
Total charge: -2

Here are the natural (NBO) charges for atoms 1 to 8, given in e: O -1.0021; C -0.0766; C -0.1036; O -1.0280; H 0.1529; H 0.1465; H 0.1423; H 0.1265

=====

Record 2
# C22H54BrFNO10S

7 unconnected molecules or ions with the total composition C22H54BrFNO10S (wB97M-V/def2-TZVPD, the Open Molecules 2025 dataset).

Element x y z (Å)
C1 3.547 -2.230 -3.088
C2 3.243 -0.828 -3.678
C3 2.623 0.165 -2.672
C4 3.672 1.306 -2.508
N1 1.307 0.784 -2.915
Br1 0.788 1.510 -1.229
C5 0.163 -0.015 -3.438
C6 0.298 -0.096 -4.990
S1 0.450 -1.650 -5.865
O1 -0.833 -2.088 -6.340
O2 1.186 -2.672 -5.174
C7 -1.085 1.003 -3.310
O3 -2.115 0.666 -2.683
O4 -0.949 2.071 -3.919
C8 -0.254 -1.229 -2.628
F1 0.794 -2.133 -2.314
C9 -1.428 -2.078 -3.191
C10 -2.573 -2.220 -2.171
H1 4.430 -2.633 -3.600
H2 3.791 -2.169 -2.026
H3 2.746 -2.936 -3.300
H4 4.232 -0.484 -3.993
H5 2.706 -0.988 -4.612
H6 2.634 -0.335 -1.695
H7 3.240 2.252 -2.171
H8 4.165 1.530 -3.455
H9 4.416 1.011 -1.762
H10 1.198 0.476 -5.244
H11 -0.502 0.441 -5.502
H12 1.161 -1.320 -6.992
H13 -0.630 -0.899 -1.660
H14 -1.838 -1.496 -4.016
H15 -1.022 -3.032 -3.524
H16 -3.096 -3.173 -2.299
H17 -3.319 -1.457 -2.395
H18 -2.252 -2.049 -1.142
C11 -0.404 -3.688 1.290
C12 1.022 -4.186 1.398
O5 1.485 -4.704 0.152
H19 -1.066 -4.495 0.967
H20 -0.763 -3.298 2.246
H21 -0.474 -2.897 0.540
H22 1.095 -4.993 2.129
H23 1.688 -3.374 1.712
H24 1.434 -3.992 -0.498
C13 8.278 0.022 -5.901
C14 6.967 0.774 -5.749
O6 6.606 0.904 -4.379
H25 8.201 -0.969 -5.452
H26 8.548 -0.088 -6.953
H27 9.086 0.548 -5.386
H28 6.160 0.237 -6.245
H29 7.043 1.772 -6.195
H30 7.309 1.388 -3.935
C15 -0.146 5.759 0.639
C16 -0.903 4.491 0.986
O7 -0.099 3.640 1.802
H31 0.778 5.515 0.112
H32 -0.748 6.416 0.009
H33 0.133 6.302 1.547
H34 -1.160 3.941 0.082
H35 -1.828 4.725 1.523
H36 0.117 4.127 2.603
C17 -1.267 -0.673 5.770
C18 -1.991 -1.806 5.067
O8 -1.086 -2.544 4.243
H37 -0.809 -0.004 5.040
H38 -1.953 -0.098 6.393
H39 -0.464 -1.061 6.402
H40 -2.777 -1.415 4.423
H41 -2.445 -2.481 5.793
H42 -0.395 -2.898 4.811
C19 -6.422 -1.405 6.579
C20 -5.380 -2.250 7.289
O9 -4.112 -1.599 7.300
H43 -6.111 -1.202 5.554
H44 -7.390 -1.908 6.561
H45 -6.540 -0.439 7.078
H46 -5.249 -3.203 6.778
H47 -5.686 -2.451 8.322
H48 -4.218 -0.761 7.760
C21 -4.748 4.569 4.878
C22 -3.462 4.344 4.104
O10 -2.525 5.389 4.364
H49 -5.191 5.529 4.608
H50 -5.472 3.778 4.675
H51 -4.552 4.595 5.953
H52 -3.656 4.339 3.033
H53 -3.007 3.386 4.375
H54 -2.343 5.388 5.308

Cartesian forces (eV/Å) of the 3 atoms listed first:
C 0.087 0.062 -0.661
C 0.309 -1.001 -0.124
C 1.438 0.406 0.649

Calculated values
Gap between HOMO and LUMO (eV): 6.7
HOMO (Eh): -0.18190
Total charge: -1

Here are the Mulliken charges for atoms 1 to 8, given in e: C -1.5656; C 0.5115; C 0.4562; C -1.3378; N -0.4935; Br -0.0626; C 0.8535; C -1.7901

=====

Record 3
# C30H38BrCl5MgN5O3SSi

A molecular structure, C30H38BrCl5MgN5O3SSi (wB97M-V/def2-TZVPD, the Open Molecules 2025 dataset).

Element x y z (Å)
Mg1 0.143 -0.675 0.895
N1 -1.624 -4.437 1.247
C1 -2.217 -3.235 1.176
S1 -3.315 -2.851 -0.029
N2 -2.092 -2.432 2.294
N3 -1.386 -1.371 2.303
C2 -1.511 -0.573 3.366
C3 -0.688 0.573 3.470
C4 -0.713 1.410 4.613
C5 0.160 2.458 4.710
C6 1.059 2.717 3.664
C7 1.009 1.891 2.568
N4 0.182 0.841 2.465
H1 -1.730 -4.994 0.414
H2 -0.698 -4.479 1.658
H3 -2.201 -0.844 4.154
H4 -1.428 1.197 5.397
H5 0.150 3.100 5.583
H6 1.758 3.539 3.701
H7 1.664 2.066 1.720
Cl1 4.354 0.861 0.084
C8 3.750 -0.105 1.461
C9 4.509 0.032 2.678
C10 4.205 -0.361 3.960
Cl2 5.488 0.097 5.100
C11 3.091 -1.122 4.659
C12 3.204 -1.549 5.979
C13 2.198 -2.334 6.529
C14 1.116 -2.712 5.757
N5 0.945 -2.314 4.497
C15 1.874 -1.520 4.003
C16 1.989 -1.058 2.676
O1 1.898 -0.486 0.009
H8 5.462 0.525 2.566
H9 4.069 -1.285 6.566
H10 2.270 -2.672 7.555
H11 0.342 -3.362 6.151
C17 -1.107 -0.575 -5.069
C18 -1.499 -0.718 -3.585
C19 -2.949 -1.221 -3.512
C20 -0.628 -1.806 -2.937
Si1 -1.314 0.967 -2.725
Br1 -1.565 0.470 -0.433
C21 0.422 1.778 -2.819
C22 1.541 0.734 -2.974
C23 0.481 2.703 -4.050
C24 0.768 2.603 -1.567
C25 -2.781 2.194 -2.916
C26 -2.986 2.544 -4.400
C27 -2.510 3.488 -2.131
C28 -4.107 1.626 -2.375
H12 -1.274 -1.532 -5.571
H13 -0.055 -0.317 -5.190
H14 -1.702 0.183 -5.586
H15 -2.979 -2.244 -3.899
H16 -3.624 -0.616 -4.120
H17 -3.317 -1.254 -2.485
H18 -0.770 -2.734 -3.502
H19 -0.928 -2.009 -1.911
H20 0.438 -1.589 -2.937
H21 1.475 0.189 -3.915
H22 1.565 0.010 -2.166
H23 2.504 1.254 -2.961
H24 0.206 2.177 -4.969
H25 1.506 3.068 -4.170
H26 -0.172 3.571 -3.949
H27 0.971 1.951 -0.719
H28 -0.016 3.299 -1.271
H29 1.681 3.172 -1.767
H30 -2.107 3.011 -4.844
H31 -3.822 3.245 -4.492
H32 -3.233 1.658 -4.989
H33 -1.646 4.033 -2.510
H34 -2.356 3.279 -1.071
H35 -3.382 4.143 -2.222
H36 -4.501 0.825 -2.994
H37 -4.847 2.433 -2.361
H38 -4.007 1.245 -1.359
Cl3 3.173 -2.663 -1.395
C29 2.735 -2.448 0.974
Cl4 2.432 -0.947 1.270
Cl5 3.956 -3.411 1.597
C30 1.325 -3.275 0.495
O2 1.374 -4.435 0.837
O3 0.343 -2.597 0.045

Cartesian forces (eV/Å) of the 3 atoms listed first:
Mg -2.207 -1.041 0.314
N 0.084 0.037 -0.081
C -0.392 0.084 -0.033

Calculated values
Relative energy (zero: lowest compared OMol25 entry of this formula, charge and spin) (kJ/mol): 1863.8
Gap between HOMO and LUMO (eV): 5.9
HOMO (Eh): -0.15904
Total charge: -1

Here are the Mulliken charges for atoms 1 to 8, given in e: Mg 2.6079; N -0.3515; C 0.1624; S -0.3550; N -1.7487; N 1.3615; C -1.4478; C 1.1855

=====

Record 4
# C10H14AsNO5Rh

A molecular structure, C10H14AsNO5Rh (wB97M-V/def2-TZVPD, the Open Molecules 2025 dataset).

Element x y z (Å)
Rh1 0.000 0.000 0.000
O1 0.865 3.621 0.000
C1 0.426 2.343 0.000
O2 1.222 1.390 0.000
C2 -1.102 2.289 0.000
C3 -2.172 3.129 0.000
C4 -3.463 2.506 0.000
C5 -3.634 1.082 0.000
C6 -2.502 0.319 0.000
N1 -1.404 1.030 0.000
C7 -2.205 -1.215 0.000
O3 -3.229 -1.976 0.000
O4 -0.953 -1.608 0.000
H1 1.835 3.482 0.000
H2 -2.056 4.202 0.000
H3 -4.351 3.134 0.000
H4 -4.612 0.617 0.000
C8 2.110 -0.110 2.856
As1 2.696 -0.872 1.140
C9 4.600 -0.572 0.748
C10 2.110 -2.727 0.855
O5 1.892 0.000 0.000
H5 2.612 -0.648 3.687
H6 1.011 -0.220 2.954
H7 2.380 0.965 2.895
H8 5.218 -1.131 1.480
H9 4.826 0.511 0.823
H10 4.826 -0.929 -0.278
H11 2.612 -3.388 1.592
H12 2.380 -3.046 -0.172
H13 1.011 -2.792 0.988
H14 0.521 -1.602 0.000

Cartesian forces (eV/Å) of the 3 atoms listed first:
Rh 11.021 -6.124 -0.098
O 0.453 -1.858 0.134
C -1.491 6.243 -0.108

Calculated values
Relative energy (zero: lowest compared OMol25 entry of this formula, charge and spin) (kJ/mol): 756.1
Gap between HOMO and LUMO (eV): 7.7
HOMO (Eh): -0.43264
Total charge: +1

Here are the natural (NBO) charges for atoms 1 to 8, given in e: Rh 0.4363; O -0.6122; C 0.7896; O -0.4999; C 0.0245; C -0.1425; C -0.1748; C -0.1195